C3H2NOS | ωB97M-V/def2-TZVPD

```
8
Properties=species:S:1:pos:R:3:nbo_charge:R:1
H -0.29 -2.15 0.03 0.2053
O 0.31 1.10 0.36 -0.4371
C 0.06 0.95 -0.90 0.2388
H -0.04 1.89 -1.59 0.1580
C -0.31 -1.02 -0.08 -0.2366
N -0.34 -0.27 -1.27 -0.5043
S 0.41 -0.38 2.57 -0.5248
C 0.20 -0.13 0.89 0.1007
```

## Properties
HOMO-LUMO gap = 6.51 eV
energy above the lowest of the compared OMol25 structures with the same formula, charge and spin = 0.0 kcal/mol
total energy = -17516.644 eV
charge = -1
highest occupied orbital energy = -2.48 eV

C3H2NOS2 | ωB97M-V/def2-TZVPD

```
9
Properties=species:S:1:pos:R:3:nbo_charge:R:1
N -0.94 0.52 -1.76 -0.4207
S -0.75 -2.34 -2.34 -0.1047
O 0.31 -2.18 0.17 -0.7741
C -0.46 1.28 -0.81 -0.2261
H -0.23 2.30 -0.99 0.1775
C -0.74 -0.78 -1.45 -0.2007
S 0.26 0.43 0.59 0.2146
C -0.06 -1.03 -0.28 0.1797
H -0.01 -2.76 -1.46 0.1545
```

## Properties
HOMO-LUMO gap = 6.11 eV
energy above the lowest of the compared OMol25 structures with the same formula, charge and spin = 50.0 kcal/mol
total energy = -28351.677 eV
charge = -1
highest occupied orbital energy = -2.68 eV

C3H2NP | ωB97M-V/def2-TZVPD

```
7
Properties=species:S:1:pos:R:3:nbo_charge:R:1
H 0.32 -0.15 -0.97 0.2145
N -4.08 -0.86 -0.06 -0.3677
P -0.81 2.14 0.00 0.7040
H 0.59 0.16 0.87 0.2244
C -0.16 0.29 -0.03 -0.5944
C -1.52 0.69 0.01 -0.4444
C -3.13 -0.23 -0.02 0.2636
```

## Properties
HOMO-LUMO gap = 9.09 eV
energy above the lowest of the compared OMol25 structures with the same formula, charge and spin = 45.2 kcal/mol
total energy = -13917.427 eV
charge = 0
highest occupied orbital energy = -9.93 eV

C3H2NdO3 | ωB97M-V/def2-TZVPD

```
9
Properties=species:S:1:pos:R:3:nbo_charge:R:1
O 0.51 1.66 1.28 -0.7406
H -1.84 3.07 -0.08 0.5850
O -0.98 0.78 -0.21 -0.5801
Nd 1.07 -0.58 2.73 1.9730
C -0.18 2.03 0.37 1.0848
O -0.72 3.16 0.21 -0.5832
C -2.26 0.80 -0.39 0.3059
H -4.30 1.68 -0.37 0.2834
C -3.24 1.53 -0.53 -0.3281
```

## Properties
HOMO-LUMO gap (spin up / spin down) = 6.59 / 6.72 eV
energy above the lowest of the compared OMol25 structures with the same formula, charge and spin = 56.3 kcal/mol
multiplicity = 5
total energy = -24539.713 eV
charge = +2
highest occupied orbital energy (spin up / spin down) = -16.50 / -16.50 eV
expectation value of S² = 6.00

C3H2O | ωB97M-V/def2-TZVPD

```
6
Properties=species:S:1:pos:R:3:nbo_charge:R:1
H -0.77 1.32 -0.30 0.5061
C -0.33 -0.38 0.07 0.3576
C 0.96 -0.28 -0.30 -0.5663
C 2.09 0.15 0.07 0.0984
O -1.28 0.51 -0.08 -0.5933
H -0.68 -1.32 0.55 0.1976
```

## Properties
HOMO-LUMO gap = 9.53 eV
energy above the lowest of the compared OMol25 structures with the same formula, charge and spin = 49.0 kcal/mol
total energy = -5186.066 eV
charge = 0
highest occupied orbital energy = -10.29 eV

C3H2O | ωB97M-V/def2-TZVPD

```
6
Properties=species:S:1:pos:R:3:nbo_charge:R:1
H 1.43 0.20 -0.94 0.2278
O -0.24 0.97 0.00 -0.4531
C -2.10 -0.75 -0.02 0.0966
H 0.97 -0.27 1.01 0.2329
C -0.92 -0.25 -0.01 -0.1771
C 0.84 0.11 -0.03 0.0729
```

## Properties
HOMO-LUMO gap = 8.26 eV
energy above the lowest of the compared OMol25 structures with the same formula, charge and spin = 113.3 kcal/mol
total energy = -5183.276 eV
charge = 0
highest occupied orbital energy = -9.82 eV

C3H2O | ωB97M-V/def2-TZVPD

```
6
Properties=species:S:1:pos:R:3:nbo_charge:R:1
H 0.51 0.65 -0.44 0.2082
O -2.75 -0.76 0.07 -0.4080
C -1.69 -0.30 -0.07 0.4804
C -0.66 0.35 -0.38 -0.3045
C 2.13 0.47 0.05 -0.0031
H 2.45 -0.40 0.76 0.0271
```

## Properties
HOMO-LUMO gap (spin up / spin down) = 8.44 / 7.29 eV
energy above the lowest of the compared OMol25 structures with the same formula, charge and spin = 163.7 kcal/mol
total energy = -5181.092 eV
charge = 0
highest occupied orbital energy (spin up / spin down) = -9.96 / -9.45 eV

C3H2O | ωB97M-V/def2-TZVPD

```
6
Properties=species:S:1:pos:R:3:nbo_charge:R:1
C -1.36 0.12 0.06 -0.4856
H -0.34 -0.32 -0.09 0.1548
H 1.07 0.85 -0.23 0.1418
C 1.08 -0.16 -0.03 0.3883
C -2.46 0.39 0.22 0.1939
O 2.01 -0.88 0.08 -0.3932
```

## Properties
HOMO-LUMO gap (spin up / spin down) = 6.44 / 10.43 eV
energy above the lowest of the compared OMol25 structures with the same formula, charge and spin = 150.7 kcal/mol
total energy = -5181.655 eV
charge = 0
highest occupied orbital energy (spin up / spin down) = -8.99 / -11.28 eV

C3H2O | ωB97M-V/def2-TZVPD

```
6
Properties=species:S:1:pos:R:3:nbo_charge:R:1
C 0.53 -0.10 0.04 -0.1630
C -1.36 -1.11 -0.01 -0.0420
C -0.99 0.10 -0.01 0.1705
O -0.35 1.25 0.03 -0.3404
H 0.93 -0.15 -0.88 0.1730
H 1.23 0.02 0.83 0.2018
```

## Properties
HOMO-LUMO gap (spin up / spin down) = 7.38 / 7.72 eV
energy above the lowest of the compared OMol25 structures with the same formula, charge and spin = 110.7 kcal/mol
multiplicity = 3
total energy = -5180.719 eV
charge = 0
highest occupied orbital energy (spin up / spin down) = -6.67 / -10.55 eV
expectation value of S² = 2.01

C3H2O2Ru | ωB97M-V/def2-TZVPD

```
8
Properties=species:S:1:pos:R:3:nbo_charge:R:1
H 0.30 -1.24 1.01 0.3046
O -2.72 0.73 0.18 -0.1382
C -1.62 0.50 -0.07 0.7226
Ru 1.50 1.62 -0.12 1.7517
O 1.93 -0.17 0.19 -0.4748
C 0.66 -0.68 0.12 -0.1454
C -0.32 0.36 -0.32 -0.3810
H 0.28 -1.12 -0.98 0.3606
```

## Properties
HOMO-LUMO gap (spin up / spin down) = 8.77 / 7.08 eV
energy above the lowest of the compared OMol25 structures with the same formula, charge and spin = 17.5 kcal/mol
multiplicity = 7
total energy = -9791.023 eV
charge = +2
highest occupied orbital energy (spin up / spin down) = -20.24 / -21.40 eV
expectation value of S² = 12.02

C3H2O2S2 | ωB97M-V/def2-TZVPD

```
9
Properties=species:S:1:pos:R:3:nbo_charge:R:1
C -0.68 -0.69 0.89 -0.2071
S -1.55 -1.55 -0.54 0.0024
O 1.97 1.26 -0.64 -0.4573
C 1.01 0.61 -0.39 0.4967
H -1.11 -1.15 1.77 0.2308
H 0.83 0.69 1.78 0.2551
C 0.38 0.14 0.90 -0.4127
S -0.12 -0.30 -1.73 1.0138
O -0.73 0.98 -2.04 -0.9218
```

## Properties
HOMO-LUMO gap = 8.35 eV
energy above the lowest of the compared OMol25 structures with the same formula, charge and spin = 61.2 kcal/mol
total energy = -28905.928 eV
charge = 0
highest occupied orbital energy = -9.06 eV

C3H2O3 | ωB97M-V/def2-TZVPD

```
8
Properties=species:S:1:pos:R:3:nbo_charge:R:1
H 1.86 -1.22 -0.37 0.1393
O 0.94 0.07 -1.64 -0.4430
C -1.01 0.78 0.26 0.3455
H -2.08 0.53 0.36 0.1340
O -0.60 1.89 0.07 -0.4466
C 1.04 -0.51 -0.59 0.3341
O -0.12 -1.15 1.42 -0.4450
C -0.04 -0.39 0.48 0.3817
```

## Properties
HOMO-LUMO gap = 8.71 eV
energy above the lowest of the compared OMol25 structures with the same formula, charge and spin = 36.0 kcal/mol
total energy = -9283.967 eV
charge = 0
highest occupied orbital energy = -10.01 eV

C3H2O3 | ωB97M-V/def2-TZVPD

```
8
Properties=species:S:1:pos:R:3:nbo_charge:R:1
C -0.01 0.14 -0.17 0.3664
H -1.02 1.08 1.66 0.1449
H 0.96 -1.57 -1.16 0.1434
C 1.14 -0.89 -0.31 0.3684
O 0.18 0.88 -1.11 -0.4546
O -2.34 0.52 0.24 -0.4508
O 2.21 -0.76 0.22 -0.4774
C -1.23 0.57 0.70 0.3595
```

## Properties
HOMO-LUMO gap = 9.51 eV
energy above the lowest of the compared OMol25 structures with the same formula, charge and spin = 52.0 kcal/mol
total energy = -9283.274 eV
charge = 0
highest occupied orbital energy = -9.96 eV